1.
ORCA calculation (ωB97M-V with the def2-TZVPD basis set) on 2 unconnected molecules or ions with the total composition C26H53NO5P at a distorted geometry.

Each line ends with the Löwdin charge.
Geometry (Å):
C 9.1966 -2.4805 2.2646  -0.1212
C 8.8005 -1.7741 0.9683  -0.2683
C 8.7425 -0.2456 1.1583  -0.2281
C 7.3095 0.2819 1.3162  -0.2365
C 7.2979 1.6310 2.0370  -0.2057
C 5.9300 2.3560 2.1234  -0.2064
C 4.7168 1.5888 1.5814  -0.2350
C 3.4256 2.3969 1.7781  -0.2065
C 2.2922 1.9297 0.8395  -0.2091
C 1.7146 3.0586 -0.0165  -0.2268
C 0.8248 2.5438 -1.1591  -0.2229
C -0.5980 2.2465 -0.6688  -0.2106
C -1.4294 1.4312 -1.6868  -0.2037
C -1.9685 0.0860 -1.1687  -0.2533
C -3.4267 0.1028 -0.6889  -0.2895
P -3.6395 0.3696 1.1861  0.5631
N -2.9476 -1.2684 1.6201  -0.0101
C -2.9667 -2.3415 0.9660  -0.4965
C -1.7062 -3.1802 0.8348  -0.0747
C -4.2108 -2.9745 0.3332  -0.0606
O -3.9018 0.7049 2.8897  -0.3259
C -5.1702 1.2788 3.0510  -0.2546
C -6.0642 0.7981 1.8820  -0.4029
C -7.3948 0.1292 2.2801  -0.1093
C -7.2416 -0.8044 3.4387  -0.2825
O -7.6689 -0.5803 4.5408  0.0281
O -5.3135 -0.1617 1.1876  -0.2880
H 9.3002 -3.5575 2.1359  0.0647
H 8.4444 -2.2751 3.0304  0.0727
H 10.1393 -2.0628 2.6246  0.0678
H 7.8094 -2.1142 0.6572  0.1008
H 9.5114 -2.0266 0.1789  0.0964
H 9.2802 0.0040 2.0804  0.0996
H 9.2381 0.2736 0.3355  0.1075
H 6.8821 0.3916 0.3164  0.1124
H 6.7191 -0.4561 1.8654  0.1109
H 7.6829 1.4694 3.0473  0.1047
H 7.9983 2.2792 1.5027  0.1056
H 5.9944 3.2841 1.5492  0.1037
H 5.7184 2.6212 3.1625  0.1064
H 4.8630 1.4325 0.5097  0.1069
H 4.6275 0.6314 2.1001  0.1149
H 3.6597 3.4380 1.5375  0.1002
H 3.1170 2.2894 2.8192  0.1109
H 1.4785 1.5038 1.4303  0.1109
H 2.6602 1.1300 0.1888  0.1039
H 1.0840 3.6805 0.6297  0.1137
H 2.5177 3.6957 -0.4018  0.1011
H 0.7944 3.2982 -1.9501  0.1063
H 1.2575 1.6127 -1.5394  0.1054
H -0.5081 1.6621 0.2494  0.0799
H -1.0830 3.1968 -0.4330  0.1110
H -0.7936 1.2551 -2.5597  0.0933
H -2.2446 2.0622 -2.0460  0.0961
H -1.3002 -0.2870 -0.3844  0.0891
H -1.8903 -0.6140 -2.0089  0.0744
H -4.0031 -0.7384 -1.0688  0.0400
H -3.9007 0.9912 -1.1221  0.0632
H -2.3024 0.8574 1.2826  0.0158
H -4.0866 1.7358 0.9149  0.0302
H -1.0240 -2.9695 1.6566  0.0658
H -1.2452 -2.9848 -0.1384  0.0624
H -1.9403 -4.2513 0.8600  0.0508
H -4.3316 -2.7161 -0.7206  0.0497
H -5.0864 -2.5983 0.8594  0.0556
H -4.1863 -4.0612 0.4483  0.0564
H -5.5366 0.9755 4.0378  0.1018
H -5.0809 2.3756 3.0648  0.1026
H -6.3256 1.5972 1.1761  0.1229
H -8.1336 0.8810 2.5708  0.1168
H -7.7505 -0.4452 1.4209  0.1166
H -6.7000 -1.7487 3.2532  0.1275
O -2.8208 1.1371 -4.6872  0.1117
C -3.1711 -0.0006 -4.8226  -0.5193
O -2.3366 -0.9812 -4.4139  -0.0184
C -2.7192 -2.3548 -4.3487  -0.2425
C -2.5788 -3.0564 -5.6847  -0.0677
C -4.4854 -0.3617 -5.4783  0.0128
H -3.7231 -2.4540 -3.9327  0.1147
H -2.0361 -2.7934 -3.6227  0.1227
H -3.2380 -2.6249 -6.4386  0.0644
H -2.8199 -4.1152 -5.5829  0.0790
H -1.5552 -2.9640 -6.0488  0.0814
H -4.3534 -0.3184 -6.5594  0.0915
H -5.2170 0.3863 -5.1839  0.0911
H -4.8721 -1.3400 -5.2069  0.0670

Atoms 1-2, force components in eV/Å:
C -0.1 0.3 -0.1
C 0.1 0.2 0.0

As for the net charge: -1. For the total energy, the calculation gives -1794.7445 Ha. As for the gap between HOMO and LUMO: 0.233 hartree.

2.
ORCA calculation (ωB97M-V with the def2-TZVPD basis set) on 2 unconnected molecules or ions with the total composition C2HF3N2 at a distorted geometry.

Each line ends with the Löwdin charge.
Geometry (Å):
C 1.5576 0.6313 0.3335  -0.2572
C -1.1772 -0.5333 -0.1450  -0.4917
N 1.4026 1.5139 -0.5575  0.1149
N 1.0299 0.1094 -0.7508  0.0516
F -0.9218 -1.8293 -0.1295  0.1413
F -1.4400 0.1366 0.9511  0.1456
F -2.0392 -0.2290 -1.1032  0.1394
H 1.5881 0.2004 1.4015  0.1562

Atoms 1-2, force components in eV/Å:
C -0.9 -1.8 2.9
C 2.2 1.3 -2.5

As for the net charge: 0. For the total energy, the calculation gives -485.7032 Ha. The calculation puts the energy relative to the best compared isomer or geometry (same formula, charge and spin) at 128.1 kcal per mole. As for the gap between HOMO and LUMO (spin up / spin down): 0.337 / 0.332 hartree.

3.
ORCA calculation (ωB97M-V with the def2-TZVPD basis set) on C3H2N2OS2 in the gas phase at a distorted geometry.

Each line ends with the Löwdin charge.
Geometry (Å):
C 0.0132 -0.7172 0.0858  -0.4029
C -1.1329 -1.3619 -0.6312  -0.1764
C -0.2027 0.7350 -0.0859  -0.6639
H 1.9116 0.7625 1.0849  -0.1286
H -1.4509 -2.4754 -0.7453  0.1489
N 0.8944 -1.2389 0.7741  -0.3089
N -1.8066 -0.5752 -1.3923  -0.3224
O 0.4843 1.5537 0.4154  -0.0117
S 2.0541 -0.4465 1.6165  0.8653
S -1.4301 1.0745 -1.3383  1.0005

Atoms 1-2, force components in eV/Å:
C -3.8 0.5 -1.6
C -0.2 -1.3 -1.4

As for the SMILES: O=C1SN=C/C1=N/S. As for the net charge: 0. For the total energy, the calculation gives -1096.5773 Ha. The calculation puts the energy relative to the best compared isomer or geometry (same formula, charge and spin) at 32.4 kcal per mole. As for the gap between HOMO and LUMO: 0.300 hartree.

4.
ORCA calculation (ωB97M-V with the def2-TZVPD basis set) on C22H22N4O2S2 in the gas phase.

Each line ends with the Löwdin charge.
Geometry (Å):
C -4.2322 -0.9389 -2.1632  -0.1027
C -4.2950 -2.1929 -1.3006  -0.2455
H -5.1938 -2.7607 -1.5484  0.1055
H -3.4274 -2.8222 -1.5035  0.1025
C -4.3116 -1.8648 0.1982  -0.1400
C -3.0227 -1.2217 0.6106  -0.2338
N -1.9530 -2.0147 0.5936  0.1268
C -0.7865 -1.5033 0.9077  -0.5097
C -0.5600 -0.1605 1.2766  -0.1248
C -1.6783 0.6605 1.3007  -0.1053
C -2.9139 0.1250 0.9558  -0.1121
C -3.9729 1.1861 1.0433  -0.1227
H -4.5570 1.0450 1.9571  0.1244
H -4.6597 1.1671 0.1982  0.1063
C -3.1650 2.4956 1.1007  -0.1569
H -3.0536 2.8957 0.0916  0.1112
H -3.6543 3.2524 1.7106  0.1072
C -1.7846 2.1055 1.6526  -0.1146
H -1.7436 2.2113 2.7396  0.1303
H -0.9639 2.6896 1.2391  0.1080
C 0.8235 0.1074 1.5124  -0.2498
N 1.3604 1.2871 1.8185  0.1637
C 2.6696 1.3102 1.9227  -0.1825
N 3.4945 0.2892 1.7610  0.0904
C 2.9838 -0.8948 1.4703  -0.5896
C 1.6082 -1.0524 1.3292  -0.4574
S 0.6869 -2.4565 0.8790  1.0799
S 4.1154 -2.2150 1.2284  0.9745
C 5.6283 -1.2324 0.9999  -0.3486
C 5.4503 -0.1394 -0.0528  -0.5897
O 5.9899 0.9367 0.0477  0.0651
N 4.7039 -0.5157 -1.1128  0.0522
H 4.2585 -1.4235 -1.0980  0.1010
C 4.1815 0.4317 -2.0765  -0.0812
C 2.7034 0.5796 -1.9084  -0.2578
C 1.9250 1.6168 -1.4893  -0.0166
C 0.5891 1.1436 -1.5100  -0.0601
C 0.6559 -0.1470 -1.9299  -0.1248
O 1.9294 -0.5001 -2.1723  0.0449
H -0.0974 -0.8939 -2.0862  0.1237
H -0.2915 1.6915 -1.2463  0.1025
H 2.2595 2.5918 -1.2017  0.1152
H 4.4120 0.0781 -3.0878  0.1319
H 4.6771 1.3872 -1.8963  0.1315
H 6.3987 -1.9401 0.6922  0.0870
H 5.9056 -0.7696 1.9455  0.0862
H 3.1331 2.2576 2.1589  0.1192
H -4.4236 -2.7964 0.7554  0.1193
H -5.1515 -1.2102 0.4308  0.1101
H -4.2102 -1.2046 -3.2175  0.0698
H -5.1029 -0.3092 -1.9897  0.0710
H -3.3375 -0.3621 -1.9369  0.0652

Atoms 1-2, force components in eV/Å:
C 0.0 -0.2 0.0
C -0.1 0.2 0.1

As for the SMILES: CCCc1nc2sc3c(SCC(=O)NCc4ccco4)ncnc3c2c2c1CCC2. As for the net charge: 0. For the total energy, the calculation gives -2017.4857 Ha. The calculation puts the energy relative to the best compared isomer or geometry (same formula, charge and spin) at 0.0 kcal per mole. As for the gap between HOMO and LUMO: 0.311 hartree.

5.
ORCA calculation (ωB97M-V with the def2-TZVPD basis set) on a molecular structure, C41H29Cl3F3FeN4O5S2 at a distorted geometry.

Each line ends with the Löwdin charge.
Geometry (Å):
Fe -2.3266 -1.1374 0.3437  0.9193
O -4.7319 2.3003 0.4032  -0.2994
S -3.6846 1.3294 0.2354  0.6696
O -3.0264 0.9176 1.4828  -0.3618
N -4.1151 -0.0594 -0.4774  -0.1581
C -5.3239 -0.6250 -0.1888  -0.2820
C -6.5336 0.0578 -0.2191  -0.0137
C -7.7402 -0.6059 0.0030  -0.0690
C -7.7818 -1.9602 0.2188  -0.0522
C -6.5857 -2.6938 0.3159  -0.1553
C -6.5446 -4.0740 0.6125  -0.0007
C -5.3373 -4.6745 0.8517  -0.0436
C -4.1771 -3.8880 0.8064  -0.1207
N -4.1730 -2.6224 0.4614  0.0705
C -5.3438 -2.0130 0.1760  -0.1492
C -2.4037 2.1061 -0.8244  -0.2923
C -1.5778 1.3673 -1.8582  -0.1052
C -1.2248 2.0632 -3.0788  -0.0429
C -1.4231 3.3880 -3.2184  -0.0819
C -2.1788 4.1035 -2.2345  -0.0570
C -2.7024 3.4933 -1.1513  -0.0389
H -6.5318 1.1177 -0.4147  0.1016
H -8.6604 -0.0382 -0.0081  0.1068
H -8.7226 -2.4721 0.3506  0.1063
H -7.4742 -4.6260 0.6653  0.1189
H -5.2558 -5.7228 1.0963  0.1052
H -3.2235 -4.3218 1.0682  0.0995
H -1.7305 0.2988 -1.9525  0.1072
H -0.7915 1.4656 -3.8680  0.1061
H -1.1174 3.9002 -4.1199  0.1063
H -2.4103 5.1369 -2.4358  0.1071
H -3.4041 3.9944 -0.5030  0.1113
C -0.7297 0.5600 0.3229  -0.0427
C -0.9457 1.7419 -0.4912  -0.2685
C -0.0847 2.9355 -0.2353  -0.1918
C 0.9109 3.3793 -1.0936  -0.0469
C 1.7261 4.4306 -0.7129  -0.0694
C 1.5591 5.0418 0.5177  -0.0825
C 0.5607 4.6076 1.3755  -0.0657
C -0.2602 3.5634 0.9977  -0.0117
H 1.0657 2.8876 -2.0398  0.0868
H 2.4999 4.7695 -1.3840  0.1028
H 2.2148 5.8481 0.8107  0.1005
H 0.4292 5.0787 2.3384  0.1041
H -1.0370 3.2080 1.6600  0.1309
F 0.7033 -4.3225 -0.1619  0.1038
C -0.4351 -3.7408 -0.5442  -0.4878
F -1.0084 -3.2440 0.6212  0.0308
F -1.2595 -4.7112 -0.9497  0.1494
C -0.2471 -2.5280 -1.5974  -0.5848
O 0.7647 -2.5545 -2.2566  0.0805
O -1.1927 -1.7241 -1.5430  -0.0447
Cl 2.2301 2.2236 -4.6995  0.7076
C 2.9131 1.4940 -3.2924  -0.6757
C 2.4705 0.2557 -2.8573  -0.0682
C 3.0347 -0.3050 -1.7281  0.0004
C 4.0141 0.3576 -0.9979  -0.1918
C 4.6184 -0.2769 0.2347  -0.2842
C 3.9815 0.3127 1.5309  -0.0467
N 2.5645 0.1289 1.5521  -0.0361
C 1.8783 -0.8754 2.1590  -0.0042
C 0.5748 -0.7563 1.8090  -0.0113
N 0.4440 0.3235 0.9396  -0.0203
C 1.6872 0.8640 0.8256  0.0111
O 4.4467 -1.6656 0.1499  -0.0947
C 5.4252 -2.4695 0.7755  -0.1467
C 5.1432 -2.7324 2.2284  -0.3329
C 4.1392 -3.5539 2.6618  -0.9781
Cl 3.0433 -4.4297 1.6845  0.7273
S 4.0392 -3.6207 4.3928  1.0017
C 5.3604 -2.5257 4.5284  -0.3995
C 5.8403 -2.1485 3.3175  -0.1612
C 4.4322 1.6066 -1.4496  -0.5888
Cl 5.6218 2.5109 -0.5693  0.7327
C 3.9082 2.1688 -2.6009  -0.1417
H 1.7071 -0.2863 -3.3869  0.1072
H 2.7169 -1.2868 -1.4202  0.1146
H 5.6912 -0.0292 0.2758  0.1312
H 4.2101 1.3799 1.5758  0.1195
H 4.4085 -0.1908 2.4009  0.1231
H 2.3541 -1.6006 2.7861  0.1063
H -0.2970 -1.2968 2.1260  0.1092
H 1.9599 1.7198 0.2520  0.1345
H 6.4201 -2.0203 0.6654  0.1337
H 5.3998 -3.4128 0.2242  0.1312
H 5.7087 -2.2426 5.5012  0.0646
H 6.6623 -1.4679 3.1923  0.1162
H 4.2750 3.1174 -2.9569  0.1048

Atoms 1-2, force components in eV/Å:
Fe 0.0 0.9 -1.3
O -0.1 0.2 -0.2

Its multiplicity is 6. As for the net charge: 0. For the total energy, the calculation gives -5915.1953 Ha. The calculation puts the energy relative to the best compared isomer or geometry (same formula, charge and spin) at 64.8 kcal per mole. As for the gap between HOMO and LUMO (spin up / spin down): 0.235 / 0.279 hartree.

6.
ORCA calculation (ωB97M-V with the def2-TZVPD basis set) on a molecular structure, C31H31F4N4OPReS.

Each line ends with the Löwdin charge.
Geometry (Å):
Re -0.5260 1.0146 -0.3204  1.2588
C -2.7230 2.5435 -1.9489  -0.0637
N -1.8646 2.7621 -0.7646  -0.3975
C -2.7133 3.1420 0.3910  -0.0656
C -0.9170 3.8760 -1.0611  -0.1664
C 0.2023 3.9060 -0.0233  -0.1534
N 0.3514 2.5601 0.5427  -0.1732
C 1.1301 2.3924 1.6907  -0.1644
C 0.5751 1.6960 2.7659  -0.1639
F -0.6771 1.2019 2.6338  0.0500
C 1.2421 1.5428 3.9617  -0.2227
F 0.6373 0.9003 4.9563  0.1257
C 2.5143 2.0586 4.1266  0.1102
C 3.0897 2.7251 3.0640  -0.1967
F 4.3203 3.2137 3.1692  0.1339
C 2.4198 2.8889 1.8605  -0.1397
F 3.0404 3.5051 0.8501  0.1219
H -3.2186 3.4755 -2.2311  0.1123
H -2.1136 2.2023 -2.7861  0.0958
H -3.4853 1.8023 -1.7146  0.0686
H -3.2779 4.0441 0.1448  0.1113
H -3.4016 2.3332 0.6230  0.0600
H -2.0876 3.3319 1.2603  0.0916
H -0.5112 3.6991 -2.0529  0.1086
H -1.4666 4.8198 -1.0739  0.1406
H 1.1209 4.2539 -0.4967  0.1280
H -0.0268 4.5934 0.7959  0.1391
H 3.0474 1.9416 5.0599  0.1542
O 0.9071 1.8450 -2.4974  0.0630
C 1.1614 1.1252 -1.5625  -0.4437
C 2.4390 0.4244 -1.3202  -0.2190
C 3.6215 0.8082 -1.9447  0.0174
C 4.7650 0.0613 -1.7158  -0.0201
C 4.7176 -1.0707 -0.9041  -0.0215
C 3.5328 -1.4655 -0.2964  -0.0491
C 2.3923 -0.6974 -0.4865  -0.2950
P 0.7198 -1.0899 0.0854  0.9813
C 0.1650 -2.3919 -1.0562  -0.3445
C 0.0316 -3.7211 -0.6708  -0.0587
C -0.3322 -4.6828 -1.6052  -0.0379
C -0.5474 -4.3296 -2.9288  -0.0449
C -0.3906 -3.0061 -3.3281  -0.0715
C -0.0392 -2.0405 -2.3961  -0.1329
C 0.7908 -1.7313 1.7602  -0.3554
C 1.8858 -1.4089 2.5651  -0.0933
C 1.9294 -1.8459 3.8797  -0.0551
C 0.8780 -2.5841 4.4033  -0.0377
C -0.2241 -2.8850 3.6134  -0.0430
C -0.2738 -2.4587 2.2973  -0.1142
H 3.6339 1.6766 -2.5900  0.1336
H 5.6994 0.3503 -2.1772  0.1239
H 5.6153 -1.6544 -0.7501  0.1234
H 3.5062 -2.3581 0.3151  0.1224
H 0.2209 -4.0191 0.3543  0.1064
H -0.4315 -5.7147 -1.2965  0.1213
H -0.8161 -5.0860 -3.6542  0.1200
H -0.5189 -2.7304 -4.3670  0.1198
H 0.1101 -1.0192 -2.7310  0.0995
H 2.7096 -0.8294 2.1704  0.1049
H 2.7871 -1.6092 4.4949  0.1215
H 0.9155 -2.9246 5.4293  0.1217
H -1.0455 -3.4568 4.0234  0.1191
H -1.1384 -2.6996 1.6913  0.0850
C -4.0748 -1.7572 -3.1488  -0.0225
N -3.1806 -1.3245 -2.0810  -0.0036
C -3.5866 -0.7928 -0.9487  -0.7810
N -4.8843 -0.6081 -0.7296  0.1572
S -2.4940 -0.3659 0.3369  0.6771
H -3.4688 -2.1730 -3.9479  0.0953
H -4.6442 -0.9154 -3.5447  0.1027
H -4.7557 -2.5351 -2.7986  0.1050
H -2.1932 -1.5366 -2.1640  0.0814
H -5.5898 -0.9697 -1.3533  0.1206
H -5.1860 -0.2278 0.1528  0.1181

Atoms 1-2, force components in eV/Å:
Re 0.0 0.4 0.2
C 0.0 0.0 0.0

Its multiplicity is 4. As for the net charge: +2. For the total energy, the calculation gives -2710.9361 Ha. The calculation puts the energy relative to the best compared isomer or geometry (same formula, charge and spin) at 6.4 kcal per mole. As for the gap between HOMO and LUMO (spin up / spin down): 0.281 / 0.265 hartree.

- The lowest net charge belongs to which entry?
  C26H53NO5P